(1)
{
  "formula": "C47H58ClFNO4SSbSe4Zr",
  "method": "the ωB97M-V functional and the def2-TZVPD basis",
  "symbols": ["Sb", "Zr", "Se", "Se", "Se", "Se", "Cl", "S", "F", "O", "O", "O", "O", "N", "C", "C", "C", "C", "C", "C", "C", "C", "C", "C", "C", "C", "C", "C", "C", "C", "C", "C", "C", "C", "C", "C", "C", "C", "C", "C", "C", "C", "C", "C", "C", "C", "C", "C", "C", "C", "C", "C", "C", "C", "C", "C", "C", "C", "C", "C", "C", "H", "H", "H", "H", "H", "H", "H", "H", "H", "H", "H", "H", "H", "H", "H", "H", "H", "H", "H", "H", "H", "H", "H", "H", "H", "H", "H", "H", "H", "H", "H", "H", "H", "H", "H", "H", "H", "H", "H", "H", "H", "H", "H", "H", "H", "H", "H", "H", "H", "H", "H", "H", "H", "H", "H", "H", "H", "H"],
  "xyz": [[5.342829, 3.333808, -5.104974], [2.610047, -0.302733, -2.686126], [4.198051, 1.565347, -3.608962], [6.247534, 2.342808, -7.060657], [6.293265, 2.460993, -2.890887], [4.453147, 5.522923, -4.998031], [4.853346, -1.405974, -2.081555], [1.963041, 1.080245, -5.345054], [2.809509, -1.508723, -4.222696], [3.605532, 0.803686, -0.430376], [1.953679, -1.486442, -1.164529], [0.358719, -1.197121, -3.511911], [1.227472, 1.119397, -2.148060], [0.529741, 3.510872, -4.888038], [-0.170579, 4.145245, -0.683225], [2.259676, -6.383722, 2.943992], [-1.837656, 6.633126, -1.231595], [1.072806, 1.255029, 2.829737], [1.784406, 0.069365, 2.631488], [1.767096, -2.509821, -0.332001], [-2.713061, -0.396492, -1.745873], [0.938593, 1.202699, 5.329553], [-3.793269, 5.124790, -1.462571], [0.748985, 3.155906, -0.995922], [1.222586, 2.268041, 1.892488], [-1.468636, 4.157572, -1.184594], [2.050021, 2.122396, 0.780604], [2.620517, -0.108848, 1.543463], [-0.050997, -6.687851, 2.095073], [1.139816, 2.541965, -5.065160], [-1.807208, 3.119677, -2.042136], [2.400696, -2.517121, 0.922917], [-0.909681, 2.116216, -2.390418], [-3.959174, -0.499863, 1.023785], [-2.924451, -1.547146, -0.985273], [3.347466, -1.412428, 1.301260], [2.089880, 3.158643, -0.316493], [-2.628431, 5.285140, 0.722043], [4.954159, 1.136051, -0.072624], [0.382283, 2.107175, -1.852431], [1.239575, -4.576907, 1.537200], [0.137838, 1.378334, 4.033257], [-1.349850, 1.029013, -3.331450], [-1.621308, -0.254390, -2.586621], [-0.566054, 2.733839, 4.081201], [-5.420805, -1.384885, -0.804907], [0.389527, -4.997476, 3.851575], [-2.425990, 5.283475, -0.799664], [0.200789, -1.842746, -4.795286], [-4.210446, -2.947235, 0.696260], [0.168430, -3.553046, -1.962919], [0.959678, -5.652750, 2.585953], [-0.728291, -1.314788, -2.670039], [0.654873, -4.566828, 0.278787], [2.742519, 0.938728, 0.636970], [-0.936263, 0.284093, 3.949535], [2.120487, -3.534065, 1.822591], [-4.116246, -1.606177, -0.029937], [-1.999911, -2.578435, -1.100077], [0.904356, -3.560538, -0.653762], [-0.892090, -2.474983, -1.937722], [-3.330749, -3.134053, 1.315814], [0.148425, 3.556234, 4.159942], [2.068890, -7.170686, 3.681024], [-0.290944, -4.532565, -2.116956], [0.156641, 4.941347, -0.019427], [-5.545767, -2.145787, -1.578622], [-3.059527, 4.336638, 1.051598], [-2.098104, -3.475841, -0.500956], [-0.235772, -7.421702, 2.884461], [-2.790727, 3.083570, -2.496873], [-1.006465, -6.227069, 1.835519], [-2.259302, 1.366412, -3.833984], [4.079843, -1.281929, 0.506378], [0.380393, -1.091351, -5.560222], [2.890751, 2.929239, -1.017240], [-3.715330, 5.140294, -2.551406], [-5.433848, -0.409057, -1.291714], [5.202494, 0.654697, 0.876279], [0.280223, 1.291294, 6.199182], [-1.638444, 6.640693, -2.304635], [2.623717, -3.501944, 2.785354], [-2.530974, 7.447987, -0.997802], [2.997960, -5.699948, 3.365816], [0.312489, -7.225616, 1.216932], [2.703273, -6.841722, 2.057679], [5.591796, 0.746816, -0.857646], [-3.299051, 6.095883, 1.025726], [1.718384, 1.963747, 5.407293], [1.423259, 0.226020, 5.369573], [-3.393538, 0.445138, -1.657127], [-1.618171, 0.352989, 4.802991], [0.193025, -5.751768, 4.620422], [-0.493546, -0.713244, 3.947093], [-3.913518, 0.486658, 0.559845], [0.856924, -3.372505, -2.785859], [3.873576, -1.713469, 2.211365], [1.081908, -4.263516, 4.266441], [-0.815888, -2.232397, -4.854985], [-5.085842, -2.946301, 1.351250], [-1.680135, 5.416841, 1.246217], [-1.177046, 2.901672, 3.191934], [-0.893538, 6.837156, -0.724249], [0.656902, 3.187091, 1.980651], [1.664046, -0.757693, 3.325345], [0.935440, -2.637340, -4.883623], [-0.032919, -5.352468, -0.012671], [2.267446, 4.154039, 0.096243], [-0.590258, 0.850589, -4.090262], [-4.272813, 4.187071, -1.171938], [-0.545301, -4.479027, 3.627426], [-4.801088, -0.510155, 1.723307], [-4.313356, -3.780958, -0.002240], [-3.036158, -0.638289, 1.590733], [-6.278893, -1.436687, -0.127972], [-1.517778, 0.388554, 3.031129], [-4.447519, 5.946681, -1.158494], [-1.223283, 2.772109, 4.953939], [5.045191, 2.220587, 0.016835]],
  "atomic_forces_ev_per_a": [[0.07, -0.05, 0.02], [-1.24, -1.22, 0.55], [0.48, 1.22, -0.90], [0.07, -0.01, -0.01], [0.60, 0.18, 0.12], [-0.01, 0.05, 0.07], [-0.01, 0.05, -0.03], [-0.28, 0.35, 0.19], [-0.03, 0.17, 0.30], [0.04, -0.15, -0.23], [-0.22, -0.35, -0.08], [0.17, -0.10, -0.17], [0.26, -0.03, 0.23], [0.04, 0.03, -0.08], [-0.02, 0.03, -0.03], [0.06, -0.04, 0.03], [0.02, 0.05, -0.02], [0.04, 0.01, -0.01], [-0.10, -0.01, 0.03], [0.19, 0.60, -0.22], [-0.04, 0.04, 0.11], [0.02, 0.00, 0.03], [-0.06, -0.01, -0.02], [-0.10, 0.13, 0.00], [-0.07, -0.04, -0.01], [0.06, -0.03, -0.02], [-0.04, 0.03, 0.04], [0.04, -0.03, -0.03], [-0.04, -0.06, -0.02], [0.19, -0.51, 0.01], [0.03, 0.00, -0.04], [-0.05, -0.23, 0.14], [-0.13, 0.11, 0.07], [-0.01, 0.03, 0.02], [0.04, 0.00, -0.07], [-0.05, 0.04, 0.07], [-0.03, 0.01, 0.07], [0.00, 0.00, 0.04], [-0.24, -0.02, 0.00], [0.12, -0.27, -0.17], [0.01, -0.02, -0.01], [0.02, -0.03, -0.04], [-0.10, -0.05, 0.00], [0.03, 0.00, 0.01], [-0.02, 0.03, 0.01], [-0.03, 0.01, -0.03], [-0.02, 0.01, 0.04], [0.03, -0.04, 0.00], [-0.11, 0.16, 0.27], [-0.01, -0.07, 0.05], [-0.09, 0.05, -0.01], [0.01, 0.07, -0.03], [0.01, 0.02, -0.14], [0.02, 0.05, -0.04], [0.15, 0.06, 0.04], [-0.03, -0.01, 0.00], [0.04, 0.02, -0.03], [0.05, 0.02, 0.02], [0.01, 0.02, 0.05], [-0.01, -0.24, 0.17], [-0.03, -0.07, 0.04], [0.00, 0.03, -0.01], [0.00, -0.01, 0.01], [-0.01, 0.01, 0.00], [-0.04, 0.01, -0.02], [0.01, -0.01, -0.01], [0.01, -0.01, 0.01], [0.00, 0.00, -0.01], [0.01, 0.00, -0.02], [0.00, 0.01, -0.01], [0.01, 0.00, 0.00], [0.01, 0.02, 0.02], [-0.01, -0.06, -0.03], [0.00, -0.05, -0.04], [0.00, -0.03, -0.06], [-0.04, 0.03, -0.07], [0.02, 0.02, 0.01], [0.00, -0.01, 0.00], [0.06, 0.03, 0.01], [0.01, 0.00, -0.01], [-0.02, -0.02, 0.00], [-0.01, 0.00, 0.00], [0.00, -0.01, 0.01], [-0.01, 0.01, -0.01], [0.03, 0.02, 0.01], [-0.03, 0.01, -0.01], [0.04, 0.01, 0.02], [0.00, 0.00, -0.02], [-0.02, 0.01, 0.00], [-0.01, 0.00, -0.01], [0.01, -0.01, -0.01], [0.00, 0.00, -0.01], [0.00, 0.01, -0.01], [0.00, 0.01, 0.00], [0.00, -0.01, 0.00], [0.06, 0.00, 0.03], [0.03, 0.05, 0.01], [0.01, -0.01, -0.01], [0.01, -0.03, -0.08], [0.01, 0.00, 0.00], [-0.01, 0.00, -0.01], [0.00, -0.02, 0.00], [-0.01, -0.02, 0.00], [0.01, 0.00, -0.02], [0.02, 0.00, -0.02], [-0.01, -0.05, -0.04], [0.00, 0.00, 0.00], [0.06, -0.02, 0.05], [0.03, 0.08, 0.01], [0.01, 0.01, 0.01], [0.00, -0.01, -0.01], [0.01, -0.02, -0.01], [-0.02, 0.02, -0.02], [-0.02, -0.03, -0.02], [0.01, 0.01, 0.00], [0.02, 0.02, 0.03], [0.01, 0.00, 0.00], [0.00, 0.00, 0.00], [0.06, 0.00, 0.01]],
  "mulliken_charge": [0.63, 0.81, 0.45, -0.60, -0.46, -0.57, -0.47, -0.44, -0.72, 0.33, -0.55, 0.71, 0.32, -0.69, -0.67, -1.78, -1.83, 0.08, -0.77, 0.42, -0.66, -1.89, -2.16, 0.89, -0.27, -0.62, 0.26, 0.42, -2.14, 0.75, -0.47, -0.24, 0.96, -1.65, -0.14, -0.90, -1.24, -1.58, -1.43, -0.50, -0.11, 2.41, -1.37, 0.01, -2.31, -1.87, -1.58, 2.20, -1.51, -2.25, -1.08, 2.20, 0.09, -0.17, -0.17, -1.68, -0.63, 2.43, -0.19, -0.15, 0.09, 0.36, 0.40, 0.46, 0.55, 0.44, 0.38, 0.25, 0.62, 0.44, 0.53, 0.35, 0.77, -0.10, 0.29, -0.01, 0.41, 0.31, 0.29, 0.46, 0.38, 0.36, 0.46, 0.30, 0.39, 0.38, 0.37, 0.47, 0.38, 0.32, 0.53, 0.50, 0.47, 0.32, 0.34, 0.09, 0.58, 0.31, 0.42, 0.46, 0.33, 0.42, 0.31, 0.56, 0.58, 0.23, 0.47, 0.69, -0.23, 0.35, 0.25, 0.50, 0.40, 0.28, 0.46, 0.31, 0.44, 0.46, 0.22],
  "e_homo_ev": -2.86,
  "e_tot_ev": -354651.7506,
  "total_charge": -2
}

---

(2)
{
  "formula": "C20H21BN2O5",
  "method": "the ωB97M-V functional and the def2-TZVPD basis",
  "symbols": ["O", "O", "O", "O", "O", "N", "N", "C", "C", "C", "C", "C", "C", "C", "C", "C", "C", "C", "C", "C", "C", "C", "C", "C", "C", "C", "C", "B", "H", "H", "H", "H", "H", "H", "H", "H", "H", "H", "H", "H", "H", "H", "H", "H", "H", "H", "H", "H", "H"],
  "xyz": [[-0.914050, 0.726372, -3.162458], [0.061024, -3.296357, -0.835984], [-0.722898, -1.639608, -3.143888], [2.186605, 1.622306, 0.360624], [-3.531629, 2.865574, -1.853314], [0.623451, -1.040081, -0.723405], [3.617383, -0.158238, 0.125531], [3.415822, -0.291451, 2.567117], [2.258940, -2.735183, -0.096406], [3.908252, 1.915574, -1.191685], [3.178950, -0.818265, 1.310944], [-3.797526, 0.631010, 0.949314], [-2.218826, 2.612503, -1.639004], [3.164657, 1.131908, -0.168405], [2.289313, -2.101573, 3.649563], [-5.149926, 0.584738, 1.170412], [0.846339, -2.394170, -0.586714], [2.067250, -2.642469, 2.393055], [-0.822890, 0.902918, -0.249026], [2.977326, -0.897157, 3.725606], [-5.643649, 2.036729, -0.732551], [2.512939, -2.048955, 1.207429], [-3.348756, 1.369166, -0.166734], [-6.033606, 1.292882, 0.334024], [-4.245203, 2.130498, -0.964843], [-2.060291, 1.609226, -0.675137], [-0.706887, -0.473117, -0.862976], [-0.824059, -0.444800, -2.439757], [-0.411576, -2.331922, -2.510823], [1.387465, -0.392385, -0.485737], [2.353605, -3.814954, 0.026306], [3.133535, -0.448806, 4.697400], [-5.533139, 0.016743, 1.990001], [-0.809382, 0.834665, 0.821830], [4.200096, -0.616284, -0.543218], [0.052535, 1.509282, -0.554831], [-1.411455, 3.026825, -2.251088], [1.972526, -2.543793, 4.575306], [-1.391585, -1.233051, -0.529674], [-6.309647, 2.616471, -1.349540], [3.021451, -2.440994, -0.805961], [4.351190, 2.772596, -0.697538], [3.904836, 0.643817, 2.588231], [4.736729, 1.342802, -1.640254], [-7.085884, 1.209913, 0.597475], [-1.041574, 0.626231, -4.128531], [3.296287, 2.250724, -2.038822], [1.601069, -3.599410, 2.339099], [-3.105137, 0.121552, 1.599036]],
  "atomic_forces_ev_per_a": [[-0.10, -0.32, -0.53], [-0.47, 0.69, -0.16], [0.39, 0.26, 1.05], [0.21, -0.34, 0.45], [-0.53, 0.70, -0.38], [1.20, -1.12, 1.15], [-0.56, 1.61, 0.43], [-0.21, 0.17, -0.29], [-0.11, 0.06, 0.24], [1.13, -0.56, -1.17], [-0.43, -1.43, -0.26], [-0.16, 0.18, -0.82], [1.13, -2.54, 1.64], [-0.37, -0.36, -0.11], [0.40, 0.82, -0.50], [0.30, 0.44, -0.42], [1.10, 0.78, -0.09], [0.40, -0.11, 0.15], [0.49, 0.70, -0.27], [-0.26, -0.23, 0.07], [1.80, 1.26, -1.10], [0.28, 0.26, 1.03], [-1.20, 0.19, 0.07], [-0.89, -0.90, 0.98], [-0.12, -1.38, 1.55], [0.37, 2.13, -1.36], [0.06, 0.27, -1.87], [-0.27, -0.44, -1.65], [-0.70, 0.18, -0.71], [-0.74, -0.67, -0.01], [-0.28, 0.10, -0.08], [0.18, 0.14, -0.09], [-0.27, -0.19, 0.39], [0.21, 0.03, 0.74], [0.41, -0.14, -0.04], [-0.39, -0.37, 0.22], [-1.00, 0.14, 0.05], [-0.27, -0.45, 0.00], [-0.59, -0.09, 0.63], [-0.33, -0.04, 0.01], [-0.05, 0.10, -0.45], [-0.06, 0.24, 0.04], [0.57, 0.92, 0.26], [-0.17, 0.14, 0.23], [0.07, 0.15, -0.29], [0.29, -0.25, 0.87], [-0.18, -0.02, 0.56], [-0.44, -0.57, -0.19], [0.16, -0.14, 0.03]],
  "nbo_charge": [-0.91, -0.64, -0.91, -0.61, -0.41, -0.62, -0.66, -0.20, -0.52, -0.71, 0.13, -0.19, 0.15, 0.68, -0.22, -0.22, 0.70, -0.15, -0.42, -0.20, -0.24, -0.03, -0.12, -0.22, 0.28, -0.10, -0.40, 1.13, 0.51, 0.43, 0.25, 0.22, 0.21, 0.22, 0.41, 0.24, 0.21, 0.22, 0.24, 0.22, 0.22, 0.25, 0.22, 0.21, 0.21, 0.50, 0.25, 0.21, 0.21],
  "smiles": "CC(=O)Nc1ccccc1CC(=O)N[C@@H](Cc1coc2ccccc12)B(O)O",
  "e_homo_ev": -7.79,
  "e_tot_ev": -34978.2197,
  "total_charge": 0
}